8 unconnected molecules or ions with the total composition C33H79N3O8. Source: the OMol25 dataset; level of theory: wB97M-V/def2-TZVPD.

Bonds (Å) are listed after each position.
Atoms and positions in Å:
1 C -2.446 -4.935 -10.126  C2 1.548, H12 1.090, H13 1.090, H14 1.090
2 C -3.525 -3.929 -9.654  C1 1.548, C3 1.525, C4 1.564, N10 1.481
3 C -3.583 -2.646 -10.477  C2 1.525, H15 1.090, H16 1.090, H17 1.090
4 C -4.897 -4.562 -10.060  C2 1.564, C5 1.534, H18 1.090, H19 1.090
5 C -5.203 -5.793 -9.199  C4 1.534, C6 1.529, H20 1.090, H21 1.090
6 C -5.443 -5.312 -7.768  C5 1.529, C7 1.557, H22 1.090, H23 1.090
7 C -4.170 -4.615 -7.204  C6 1.557, C8 1.539, C9 1.521, N10 1.521
8 C -4.665 -3.799 -5.996  C7 1.539, H24 1.090, H25 1.090, H26 1.090
9 C -3.184 -5.687 -6.764  C7 1.521, H27 1.090, H28 1.090, H29 1.090
10 N -3.539 -3.654 -8.199  C2 1.481, C7 1.521, O11 1.371
11 O -2.444 -2.957 -7.756  N10 1.371, H30 0.960
12 H -2.388 -5.788 -9.450  C1 1.090
13 H -2.511 -5.246 -11.169  C1 1.090
14 H -1.444 -4.515 -10.038  C1 1.090
15 H -4.524 -2.097 -10.444  C3 1.090
16 H -2.701 -2.152 -10.067  C3 1.090
17 H -3.288 -2.815 -11.512  C3 1.090
18 H -5.729 -3.863 -10.138  C4 1.090
19 H -4.790 -5.118 -10.991  C4 1.090
20 H -6.057 -6.357 -9.574  C5 1.090
21 H -4.339 -6.456 -9.144  C5 1.090
22 H -5.714 -6.194 -7.187  C6 1.090
23 H -6.374 -4.748 -7.700  C6 1.090
24 H -5.335 -4.421 -5.402  C8 1.090
25 H -5.239 -2.957 -6.381  C8 1.090
26 H -3.852 -3.430 -5.371  C8 1.090
27 H -3.017 -6.531 -7.433  C9 1.090
28 H -3.468 -6.191 -5.839  C9 1.090
29 H -2.211 -5.264 -6.513  C9 1.090
30 H -2.718 -2.060 -7.550  O11 0.960
31 C 3.746 -4.030 -2.109  C32 1.540, H42 1.090, H43 1.090, H44 1.090
32 C 5.069 -4.672 -1.650  C31 1.540, C33 1.557, C34 1.594, N40 1.459
33 C 5.771 -3.780 -0.585  C32 1.557, H45 1.090, H46 1.090, H47 1.090
34 C 4.556 -6.046 -1.027  C32 1.594, C35 1.505, H48 1.090, H49 1.090
35 C 5.587 -7.136 -0.904  C34 1.505, C36 1.563, H50 1.090, H51 1.090
36 C 6.176 -7.339 -2.338  C35 1.563, C37 1.547, H52 1.090, H53 1.090
37 C 6.746 -6.049 -2.974  C36 1.547, C38 1.562, C39 1.561, N40 1.426
38 C 8.100 -5.653 -2.300  C37 1.562, H54 1.090, H55 1.090, H56 1.090
39 C 7.057 -6.497 -4.436  C37 1.561, H57 1.090, H58 1.090, H59 1.090
40 N 5.827 -4.964 -2.862  C32 1.459, C37 1.426, O41 1.384
41 O 6.144 -3.867 -3.645  N40 1.384, H60 0.960
42 H 3.996 -3.000 -2.366  C31 1.090
43 H 3.383 -4.408 -3.065  C31 1.090
44 H 2.966 -4.120 -1.352  C31 1.090
45 H 6.735 -4.196 -0.292  C33 1.090
46 H 5.843 -2.717 -0.815  C33 1.090
47 H 5.141 -3.779 0.304  C33 1.090
48 H 4.229 -5.816 -0.012  C34 1.090
49 H 3.720 -6.455 -1.593  C34 1.090
50 H 6.421 -6.920 -0.237  C35 1.090
51 H 5.168 -8.097 -0.604  C35 1.090
52 H 5.384 -7.677 -3.005  C36 1.090
53 H 7.008 -8.044 -2.311  C36 1.090
54 H 8.335 -4.596 -2.422  C38 1.090
55 H 8.885 -6.282 -2.719  C38 1.090
56 H 8.084 -5.736 -1.214  C38 1.090
57 H 6.149 -6.380 -5.027  C39 1.090
58 H 7.264 -7.563 -4.528  C39 1.090
59 H 7.846 -5.837 -4.798  C39 1.090
60 H 5.547 -3.989 -4.386  O41 0.960
61 C 3.219 3.350 8.687  C62 1.482, H72 1.090, H73 1.090, H74 1.090
62 C 3.092 4.825 8.740  C61 1.482, C63 1.519, C64 1.547, N70 1.470
63 C 2.319 5.325 9.949  C62 1.519, H75 1.090, H76 1.090, H77 1.090
64 C 4.525 5.357 8.979  C62 1.547, C65 1.569, H78 1.090, H79 1.090
65 C 5.334 5.322 7.635  C64 1.569, C66 1.530, H80 1.090, H81 1.090
66 C 4.616 5.959 6.444  C65 1.530, C67 1.548, H82 1.090, H83 1.090
67 C 3.143 5.533 6.225  C66 1.548, C68 1.516, C69 1.544, N70 1.441
68 C 2.439 6.678 5.527  C67 1.516, H84 1.090, H85 1.090, H86 1.090
69 C 3.088 4.229 5.400  C67 1.544, H87 1.090, H88 1.090, H89 1.090
70 N 2.496 5.340 7.498  C62 1.470, C67 1.441, O71 1.405
71 O 1.164 4.926 7.328  N70 1.405, H90 0.960
72 H 3.736 2.751 7.937  C61 1.090
73 H 3.625 2.922 9.603  C61 1.090
74 H 2.219 2.930 8.579  C61 1.090
75 H 1.269 5.045 9.866  C63 1.090
76 H 2.744 4.877 10.847  C63 1.090
77 H 2.435 6.397 10.111  C63 1.090
78 H 4.577 6.337 9.453  C64 1.090
79 H 5.127 4.717 9.623  C64 1.090
80 H 6.287 5.852 7.635  C65 1.090
81 H 5.538 4.295 7.334  C65 1.090
82 H 5.266 5.681 5.615  C66 1.090
83 H 4.649 7.040 6.578  C66 1.090
84 H 2.843 6.749 4.517  C68 1.090
85 H 2.543 7.680 5.943  C68 1.090
86 H 1.372 6.483 5.413  C68 1.090
87 H 2.196 3.608 5.490  C69 1.090
88 H 3.759 3.500 5.855  C69 1.090
89 H 3.385 4.243 4.352  C69 1.090
90 H 1.266 4.002 7.087  O71 0.960
91 C -5.898 0.561 8.905  C92 1.541, H94 1.090, H95 1.090, H96 1.090
92 C -6.474 -0.417 7.863  C91 1.541, O93 1.405, H97 1.090, H98 1.090
93 O -5.397 -0.828 7.060  C92 1.405, H99 0.960
94 H -5.348 0.058 9.701  C91 1.090
95 H -6.696 1.104 9.414  C91 1.090
96 H -5.290 1.413 8.601  C91 1.090
97 H -7.154 0.175 7.250  C92 1.090
98 H -7.027 -1.279 8.236  C92 1.090
99 H -5.827 -0.943 6.209  O93 0.960
100 C -4.708 10.232 3.868  C101 1.542, H103 1.090, H104 1.090, H105 1.090
101 C -6.220 10.150 3.575  C100 1.542, O102 1.402, H106 1.090, H107 1.090
102 O -6.647 9.142 2.699  C101 1.402, H108 0.960
103 H -4.199 9.945 2.948  C100 1.090
104 H -4.419 9.491 4.613  C100 1.090
105 H -4.436 11.260 4.109  C100 1.090
106 H -6.454 11.097 3.088  C101 1.090
107 H -6.815 10.152 4.488  C101 1.090
108 H -6.588 9.575 1.844  O102 0.960
109 C -1.693 2.605 0.490  C110 1.515, H112 1.090, H113 1.090, H114 1.090
110 C -2.677 3.295 1.413  C109 1.515, O111 1.434, H115 1.090, H116 1.090
111 O -3.680 3.973 0.643  C110 1.434, H117 0.960
112 H -2.207 1.990 -0.249  C109 1.090
113 H -1.056 1.929 1.060  C109 1.090
114 H -1.085 3.392 0.045  C109 1.090
115 H -2.130 3.929 2.111  C110 1.090
116 H -3.123 2.610 2.133  C110 1.090
117 H -4.212 4.499 1.244  O111 0.960
118 O -7.187 2.556 -2.953  H119 0.957, H120 0.957
119 H -7.988 2.094 -2.705  O118 0.957
120 H -6.728 2.701 -2.126  O118 0.957
121 O -3.279 7.300 -3.338  H122 0.957, H123 0.957
122 H -3.319 6.890 -2.474  O121 0.957
123 H -2.387 7.130 -3.642  O121 0.957

Computed properties:
**Net charge**: 0
**E_HOMO**: -0.292 hartree
**2S+1**: 1
**Lowest unoccupied orbital energy**: 0.35 eV
**Relative energy (zero: lowest compared OMol25 entry of this formula, charge and spin)**: 72.74 kcal/mol
**SMILES**: CC1(C)CCCC(C)(C)N1O.CC1(C)CCCC(C)(C)N1O.CC1(C)CCCC(C)(C)N1O.CCO.CCO.CCO.O.O

9 unconnected molecules or ions with the total composition C33H79N9O7. Source: the OMol25 dataset; level of theory: wB97M-V/def2-TZVPD.

Bonds (Å) are listed after each position.
Atoms and positions in Å:
1 C 6.093 -1.420 -3.619  C2 1.529, H8 1.085, H9 1.093, H10 1.094
2 C 5.499 -2.278 -2.501  C1 1.529, N3 1.473, H11 1.098, H12 1.089
3 N 4.518 -1.525 -1.702  C2 1.473, C4 1.468, C6 1.477
4 C 3.293 -1.247 -2.462  N3 1.468, C5 1.536, H13 1.092, H14 1.103
5 C 2.464 -0.096 -1.876  C4 1.536, H15 1.094, H16 1.089, H17 1.087
6 C 4.130 -2.262 -0.481  N3 1.477, C7 1.550, H18 1.095, H19 1.088
7 C 5.324 -2.463 0.487  C6 1.550, H20 1.090, H21 1.090, H22 1.091
8 H 6.468 -0.455 -3.294  C1 1.085
9 H 5.378 -1.309 -4.438  C1 1.093
10 H 6.902 -1.925 -4.157  C1 1.094
11 H 5.128 -3.255 -2.841  C2 1.098
12 H 6.268 -2.499 -1.763  C2 1.089
13 H 3.530 -1.002 -3.500  C4 1.092
14 H 2.767 -2.196 -2.661  C4 1.103
15 H 1.444 -0.420 -1.648  C5 1.094
16 H 2.790 0.247 -0.896  C5 1.089
17 H 2.424 0.773 -2.529  C5 1.087
18 H 3.760 -3.277 -0.664  C6 1.095
19 H 3.411 -1.665 0.074  C6 1.088
20 H 5.926 -1.593 0.750  C7 1.090
21 H 6.035 -3.182 0.078  C7 1.090
22 H 4.900 -2.872 1.405  C7 1.091
23 C -2.281 1.614 0.270  C24 1.552, H30 1.092, H31 1.091, H32 1.089
24 C -1.169 0.688 -0.291  C23 1.552, N25 1.463, H33 1.093, H34 1.088
25 N -0.915 -0.509 0.510  C24 1.463, C26 1.464, C28 1.446
26 C -0.120 -0.296 1.721  N25 1.464, C27 1.514, H35 1.099, H36 1.093
27 C 1.307 0.141 1.466  C26 1.514, H37 1.095, H38 1.090, H39 1.087
28 C -2.092 -1.272 0.861  N25 1.446, C29 1.552, H40 1.100, H41 1.090
29 C -2.896 -1.922 -0.296  C28 1.552, H42 1.089, H43 1.086, H44 1.099
30 H -3.241 1.113 0.416  C23 1.092
31 H -2.509 2.367 -0.485  C23 1.091
32 H -1.987 1.973 1.255  C23 1.089
33 H -1.467 0.345 -1.285  C24 1.093
34 H -0.302 1.332 -0.416  C24 1.088
35 H -0.598 0.449 2.373  C26 1.099
36 H 0.003 -1.235 2.265  C26 1.093
37 H 1.255 1.019 0.814  C27 1.095
38 H 1.712 0.469 2.424  C27 1.090
39 H 1.964 -0.607 1.030  C27 1.087
40 H -2.887 -0.756 1.417  C28 1.100
41 H -1.789 -2.080 1.527  C28 1.090
42 H -3.651 -1.261 -0.718  C29 1.089
43 H -3.237 -2.925 -0.059  C29 1.086
44 H -2.211 -2.029 -1.149  C29 1.099
45 C -3.521 1.027 -3.631  N46 1.429, H50 1.092, H51 1.093, H52 1.089
46 N -3.526 2.452 -3.521  C45 1.429, C47 1.350, H53 1.007
47 C -2.592 3.303 -3.996  N46 1.350, C48 1.535, O49 1.225
48 C -2.861 4.808 -3.855  C47 1.535, H54 1.086, H55 1.096, H56 1.085
49 O -1.559 2.895 -4.514  C47 1.225
50 H -4.507 0.696 -3.966  C45 1.092
51 H -3.261 0.471 -2.727  C45 1.093
52 H -2.827 0.649 -4.380  C45 1.089
53 H -4.293 2.907 -3.054  N46 1.007
54 H -2.211 5.288 -4.580  C48 1.086
55 H -2.367 5.105 -2.923  C48 1.096
56 H -3.929 4.991 -3.795  C48 1.085
57 C -5.949 -3.797 0.699  N58 1.471, H62 1.089, H63 1.088, H64 1.091
58 N -6.706 -3.866 -0.561  C57 1.471, C59 1.341, H65 1.005
59 C -6.559 -3.091 -1.645  N58 1.341, C60 1.535, O61 1.221
60 C -7.327 -3.602 -2.871  C59 1.535, H66 1.094, H67 1.091, H68 1.084
61 O -6.007 -2.004 -1.714  C59 1.221
62 H -6.534 -4.110 1.563  C57 1.089
63 H -5.640 -2.755 0.742  C57 1.088
64 H -5.103 -4.487 0.699  C57 1.091
65 H -7.232 -4.719 -0.629  N58 1.005
66 H -8.212 -4.139 -2.514  C60 1.094
67 H -6.735 -4.325 -3.433  C60 1.091
68 H -7.658 -2.806 -3.528  C60 1.084
69 C 1.821 2.617 4.488  N70 1.434, H74 1.091, H75 1.089, H76 1.100
70 N 2.667 3.312 3.562  C69 1.434, C71 1.377, H77 1.003
71 C 2.173 4.208 2.640  N70 1.377, C72 1.511, O73 1.210
72 C 3.245 4.755 1.727  C71 1.511, H78 1.087, H79 1.098, H80 1.092
73 O 1.009 4.518 2.523  C71 1.210
74 H 0.758 2.823 4.357  C69 1.091
75 H 2.055 2.731 5.546  C69 1.089
76 H 1.841 1.561 4.182  C69 1.100
77 H 3.650 3.203 3.731  N70 1.003
78 H 2.859 5.466 1.000  C72 1.087
79 H 3.639 3.973 1.066  C72 1.098
80 H 4.171 5.099 2.192  C72 1.092
81 C 3.436 6.718 -1.760  N82 1.430, H86 1.089, H87 1.092, H88 1.096
82 N 2.932 5.386 -1.883  C81 1.430, C83 1.361, H89 1.009
83 C 1.650 4.997 -2.122  N82 1.361, C84 1.529, O85 1.219
84 C 1.387 3.494 -2.010  C83 1.529, H90 1.083, H91 1.092, H92 1.093
85 O 0.767 5.774 -2.441  C83 1.219
86 H 4.164 6.743 -0.950  C81 1.089
87 H 2.600 7.397 -1.579  C81 1.092
88 H 3.895 7.108 -2.675  C81 1.096
89 H 3.595 4.638 -1.747  N82 1.009
90 H 0.405 3.273 -1.610  C84 1.083
91 H 2.237 3.089 -1.459  C84 1.092
92 H 1.405 3.162 -3.051  C84 1.093
93 C 0.156 -5.040 4.553  N94 1.438, H98 1.093, H99 1.093, H100 1.088
94 N 0.087 -4.858 3.128  C93 1.438, C95 1.337, H101 1.005
95 C 0.816 -3.953 2.468  N94 1.337, C96 1.516, O97 1.228
96 C 0.607 -3.812 0.974  C95 1.516, H102 1.083, H103 1.089, H104 1.097
97 O 1.727 -3.347 3.025  C95 1.228
98 H 0.992 -5.658 4.890  C93 1.093
99 H -0.729 -5.587 4.884  C93 1.093
100 H 0.170 -4.127 5.143  C93 1.088
101 H -0.556 -5.452 2.635  N94 1.005
102 H 1.293 -3.122 0.499  C96 1.083
103 H -0.450 -3.654 0.761  C96 1.089
104 H 0.847 -4.785 0.526  C96 1.097
105 C 5.144 1.555 0.513  N106 1.452, H110 1.097, H111 1.081, H112 1.092
106 N 5.042 1.525 -0.935  C105 1.452, C107 1.335, H113 1.013
107 C 5.257 2.597 -1.702  N106 1.335, C108 1.526, O109 1.234
108 C 5.075 2.374 -3.201  C107 1.526, H114 1.089, H115 1.090, H116 1.085
109 O 5.455 3.720 -1.232  C107 1.234
110 H 4.312 0.953 0.900  C105 1.097
111 H 5.071 2.481 1.066  C105 1.081
112 H 6.028 0.985 0.807  C105 1.092
113 H 4.822 0.618 -1.330  N106 1.013
114 H 5.889 2.867 -3.731  C108 1.089
115 H 4.168 2.915 -3.471  C108 1.090
116 H 5.073 1.312 -3.424  C108 1.085
117 C -8.313 -2.739 4.900  N118 1.453, H122 1.084, H123 1.092, H124 1.092
118 N -7.227 -2.239 4.074  C117 1.453, C119 1.354, H125 1.003
119 C -5.945 -2.543 4.386  N118 1.354, C120 1.518, O121 1.224
120 C -4.813 -1.846 3.655  C119 1.518, H126 1.084, H127 1.093, H128 1.091
121 O -5.671 -3.412 5.204  C119 1.224
122 H -8.100 -3.692 5.370  C117 1.084
123 H -9.155 -2.868 4.216  C117 1.092
124 H -8.601 -2.069 5.713  C117 1.092
125 H -7.442 -1.542 3.385  N118 1.003
126 H -4.207 -1.212 4.293  C120 1.084
127 H -5.176 -1.292 2.786  C120 1.093
128 H -4.232 -2.684 3.267  C120 1.091

Computed properties:
**Net charge**: 0
**E_HOMO**: -0.303 hartree
**2S+1**: 1
**Lowest unoccupied orbital energy**: 0.23 eV
**Relative energy (zero: lowest compared OMol25 entry of this formula, charge and spin)**: 28.17 kcal/mol
**SMILES**: CCN(CC)CC.CCN(CC)CC.CNC(C)=O.CNC(C)=O.CNC(C)=O.CNC(C)=O.CNC(C)=O.CNC(C)=O.CNC(C)=O